{"formula": "C36H70BBr18N6O", "method": "ωB97M-V/def2-TZVPD", "orbital_gap_ev": 8.79, "homo_ha": -0.4142, "e_tot_ev": -1310895.2368, "charge": 1, "species": ["C", "C", "C", "C", "C", "C", "B", "N", "O", "N", "C", "N", "N", "C", "C", "C", "N", "C", "C", "C", "N", "C", "C", "C", "C", "C", "H", "H", "H", "H", "H", "H", "H", "H", "H", "H", "H", "H", "H", "H", "H", "H", "H", "H", "H", "H", "H", "H", "H", "H", "H", "H", "H", "H", "H", "H", "H", "H", "H", "H", "Br", "C", "C", "Br", "H", "H", "H", "H", "Br", "C", "C", "Br", "H", "H", "H", "H", "Br", "C", "C", "Br", "H", "H", "H", "H", "Br", "C", "C", "Br", "H", "H", "H", "H", "Br", "C", "C", "Br", "H", "H", "H", "H", "Br", "C", "C", "Br", "H", "H", "H", "H", "Br", "C", "C", "Br", "H", "H", "H", "H", "Br", "C", "C", "Br", "H", "H", "H", "H", "Br", "C", "C", "Br", "H", "H", "H", "H"], "xyz": [[-0.722, 4.210, 1.013], [-0.594, 2.701, 0.741], [-0.744, 2.392, -0.762], [0.784, 2.161, 1.225], [0.656, 0.660, 1.486], [1.905, -0.045, 2.077], [3.244, 0.844, 1.949], [3.566, 1.821, 2.964], [4.109, 0.733, 0.887], [1.636, -0.151, 3.560], [2.533, -0.815, 4.271], [2.761, -0.367, 5.557], [3.176, -1.921, 3.858], [4.482, -2.107, 4.474], [4.790, -3.303, 5.100], [6.050, -3.421, 5.691], [6.998, -2.496, 5.702], [6.696, -1.348, 5.080], [5.472, -1.133, 4.471], [3.087, -2.303, 2.402], [4.372, -2.360, 1.800], [1.968, -1.530, 1.679], [1.805, -1.922, 0.207], [2.796, -1.444, -0.871], [2.405, -0.106, -1.542], [2.796, -2.517, -1.995], [0.244, 4.683, 1.189], [-1.404, 4.414, 1.836], [-1.175, 4.686, 0.145], [-1.374, 2.135, 1.255], [0.193, 2.535, -1.302], [-1.074, 1.359, -0.901], [-1.496, 3.024, -1.250], [1.463, 2.405, 0.407], [1.012, 2.741, 2.123], [-0.154, 0.540, 2.209], [0.321, 0.182, 0.571], [2.769, 2.313, 3.340], [4.277, 2.476, 2.669], [4.985, 1.060, 1.117], [1.438, 0.743, 3.990], [3.274, 0.478, 5.732], [2.449, -0.897, 6.351], [4.073, -4.109, 5.147], [6.267, -4.352, 6.201], [7.459, -0.583, 5.063], [5.284, -0.178, 3.991], [2.718, -3.333, 2.398], [4.882, -1.491, 1.783], [4.371, -2.837, 0.916], [1.069, -1.944, 2.156], [1.827, -3.016, 0.194], [0.811, -1.666, -0.144], [3.832, -1.362, -0.558], [2.220, -0.266, -2.604], [3.211, 0.621, -1.493], [1.490, 0.329, -1.145], [2.904, -3.517, -1.574], [3.670, -2.340, -2.623], [1.894, -2.429, -2.595], [6.472, -6.393, -0.139], [7.609, -4.826, 0.033], [8.290, -4.768, 1.374], [7.058, -4.218, 2.777], [6.978, -3.962, -0.150], [8.344, -4.912, -0.765], [9.077, -4.017, 1.364], [8.706, -5.722, 1.679], [-1.308, -1.273, -2.078], [-1.419, -2.938, -3.079], [-2.207, -3.968, -2.321], [-1.160, -4.730, -0.864], [-0.401, -3.250, -3.290], [-1.917, -2.684, -4.011], [-2.456, -4.805, -2.968], [-3.115, -3.568, -1.880], [-3.631, -1.832, 0.902], [-3.932, 0.083, 1.042], [-5.134, 0.524, 0.250], [-4.750, 0.585, -1.660], [-3.016, 0.570, 0.718], [-4.091, 0.273, 2.101], [-5.417, 1.539, 0.520], [-5.990, -0.131, 0.376], [-0.371, -7.931, -7.586], [-0.613, -7.455, -5.718], [-2.003, -6.944, -5.449], [-2.237, -5.120, -6.095], [0.154, -6.726, -5.477], [-0.433, -8.371, -5.159], [-2.189, -6.899, -4.378], [-2.772, -7.543, -5.924], [3.209, 3.538, -1.076], [2.724, 5.413, -0.855], [1.572, 5.789, -1.750], [2.134, 5.996, -3.597], [3.619, 5.994, -1.049], [2.441, 5.519, 0.190], [1.167, 6.756, -1.458], [0.780, 5.047, -1.743], [-2.185, 4.796, -2.653], [-3.982, 4.053, -2.760], [-4.890, 4.904, -3.603], [-5.461, 6.502, -2.652], [-4.334, 3.939, -1.740], [-3.857, 3.070, -3.208], [-5.806, 4.365, -3.836], [-4.426, 5.236, -4.526], [-6.683, 6.011, -6.872], [-6.926, 7.908, -6.507], [-8.245, 8.180, -5.835], [-9.726, 8.086, -7.091], [-6.821, 8.424, -7.455], [-6.103, 8.182, -5.850], [-8.264, 9.193, -5.439], [-8.461, 7.475, -5.040], [-0.782, -2.761, 4.334], [0.130, -3.560, 5.858], [-0.712, -3.507, 7.102], [-0.724, -1.714, 7.857], [1.072, -3.033, 5.977], [0.327, -4.589, 5.566], [-0.292, -4.146, 7.875], [-1.745, -3.786, 6.923], [-8.441, 2.251, 0.325], [-8.176, 2.270, -1.605], [-9.417, 1.846, -2.343], [-9.674, -0.079, -2.250], [-7.328, 1.622, -1.811], [-7.918, 3.300, -1.847], [-9.325, 2.077, -3.402], [-10.318, 2.305, -1.949]], "mulliken_charge": [-1.40, 0.66, 0.86, 0.33, -1.65, 0.46, 0.65, -0.40, -0.59, 0.29, -0.93, -0.12, 1.14, 0.29, -0.60, -0.65, -0.49, -0.67, -0.09, -0.80, -0.20, 0.92, -2.34, 1.51, -1.42, -1.78, 0.25, 0.39, 0.23, 0.40, 0.24, -0.70, -0.82, -0.90, 0.63, 0.63, -0.29, 0.25, 0.14, 0.23, 0.59, 0.23, 0.19, 0.44, 0.38, 0.39, 0.35, 0.54, 0.13, 0.39, 0.05, 0.69, 0.41, 0.51, 0.48, 0.02, 0.22, 0.46, 0.48, 0.19, -0.12, -0.57, -0.63, 0.03, 0.25, 0.39, 0.35, 0.36, -0.01, -0.68, -0.28, -0.13, 0.37, 0.40, 0.04, 0.32, -0.13, 0.07, -0.62, -0.17, -0.43, 0.43, 0.34, 0.51, -0.12, -0.61, -0.53, -0.13, 0.35, 0.36, 0.27, 0.43, -0.09, -0.53, -0.16, -0.13, 0.47, 0.30, 0.43, -0.24, -0.12, -0.39, -0.81, -0.17, 0.36, 0.31, 0.41, 0.45, -0.15, -0.54, -0.56, -0.13, 0.41, 0.30, 0.36, 0.32, -0.04, -0.37, -0.61, -0.16, 0.02, 0.43, 0.39, 0.38, -0.13, -0.24, -0.58, -0.14, 0.01, 0.29, 0.37, 0.42]}